Entry from the OMol25 dataset: C2HFN2O in the gas phase at a distorted geometry (the ωB97M-V functional and the def2-TZVPD basis).

Last column: Mulliken charge in e.
Atoms and positions in Å:
F  -1.964  -0.004  0.019  -0.235
C  -0.662  0.101  -0.024  0.746
C  0.229  1.109  0.001  -0.521
N  1.476  0.529  -0.016  -0.149
N  1.411  -0.723  0.041  -0.092
O  -0.013  -1.008  -0.028  -0.128
H  0.170  2.203  0.022  0.380

Values from the calculation:
- Kohn-Sham gap: 11.38 eV
- HOMO level: -10.5962 eV
- Energy relative to the best compared isomer or geometry (same formula, charge and spin): 1.183 eV
- SMILES string: Fc1cnno1
- Energy: -9832.7968 eV
- Total charge: 0
- Multiplicity: 1

Entry from the OMol25 dataset: C5H7NO in the gas phase (the ωB97M-V functional and the def2-TZVPD basis).

Last column: Mulliken charge in e.
Atoms and positions in Å:
N  3.008  0.746  0.942  -0.643
C  1.989  0.342  0.337  0.468
O  1.445  -0.775  -0.176  -0.420
C  -1.780  -0.420  -1.544  -0.399
C  -1.520  -0.523  -0.103  -0.491
C  -0.600  0.559  0.474  -0.550
C  0.705  0.527  -0.277  -0.121
H  3.653  -0.030  1.102  0.267
H  -2.234  -1.389  -1.839  0.173
H  -1.261  -1.520  0.285  0.347
H  -2.574  -0.355  0.224  0.366
H  -0.435  0.408  1.546  0.314
H  -1.050  1.548  0.333  0.287
H  0.655  0.882  -1.306  0.402

Values from the calculation:
- Kohn-Sham gap: 8.62 eV
- HOMO level: -9.1554 eV
- Energy relative to the best compared isomer or geometry (same formula, charge and spin): 5.704 eV
- Energy: -8830.4993 eV
- Total charge: 0
- Multiplicity: 1

Entry from the OMol25 dataset: a molecular structure, C40H41FeN2O at a distorted geometry (the ωB97M-V functional and the def2-TZVPD basis).

Last column: Löwdin spin population.
Atoms and positions in Å:
C  -1.227  0.873  2.587  0.004
N  -1.815  -0.277  1.920  0.000
C  -1.717  -0.412  0.551  0.000
O  -1.203  0.347  -0.243  0.001
C  -2.356  -1.751  0.223  0.000
C  -3.792  -1.610  -0.337  0.000
C  -3.980  -2.274  -1.667  0.000
C  -4.963  -3.238  -1.852  0.000
C  -5.145  -3.826  -3.085  0.000
C  -4.342  -3.468  -4.150  0.000
C  -3.355  -2.517  -3.974  0.000
C  -3.179  -1.924  -2.743  0.000
N  -2.309  -2.533  1.502  0.000
C  -1.251  -3.447  1.632  0.000
C  -0.036  -3.212  1.088  0.000
C  1.168  -3.985  1.273  0.000
C  2.279  -3.690  0.478  0.000
C  3.473  -4.347  0.666  0.000
C  3.589  -5.307  1.654  0.000
C  2.496  -5.625  2.440  0.000
C  1.295  -4.978  2.252  0.000
C  -2.448  -1.461  2.568  0.000
C  -3.931  -1.172  2.894  0.000
C  -3.990  -0.757  4.378  0.000
C  -2.645  -1.186  5.024  0.000
C  -1.794  -1.844  3.916  0.000
H  -0.897  1.587  1.833  0.003
H  -1.960  1.350  3.236  0.000
H  -0.363  0.575  3.178  0.000
H  -1.742  -2.262  -0.530  0.000
H  -4.502  -2.030  0.380  0.000
H  -4.052  -0.549  -0.422  0.000
H  -5.587  -3.522  -1.020  0.000
H  -5.911  -4.574  -3.217  0.000
H  -4.490  -3.923  -5.115  0.000
H  -2.717  -2.247  -4.800  0.000
H  -2.413  -1.179  -2.601  0.000
H  -1.406  -4.314  2.250  0.000
H  0.079  -2.296  0.532  0.000
H  2.188  -2.938  -0.289  0.000
H  4.319  -4.117  0.040  0.000
H  4.530  -5.812  1.805  0.000
H  2.594  -6.381  3.204  0.000
H  0.457  -5.217  2.882  0.000
H  -4.309  -0.386  2.233  0.000
H  -4.528  -2.070  2.709  0.000
H  -4.127  0.329  4.464  0.000
H  -4.849  -1.217  4.886  0.000
H  -2.129  -0.315  5.446  0.000
H  -2.812  -1.876  5.861  0.000
H  -1.784  -2.932  4.030  0.000
H  -0.751  -1.517  3.938  0.000
C  3.356  2.983  -1.750  0.062
C  4.337  2.011  -1.305  0.045
C  5.274  2.687  -0.423  0.033
C  4.858  4.073  -0.313  0.049
C  3.679  4.257  -1.137  0.042
Fe  3.344  2.783  0.346  3.183
C  2.110  3.314  1.929  0.050
C  1.316  2.745  0.799  0.059
C  1.752  1.438  0.553  0.041
C  2.839  1.105  1.545  0.057
C  3.429  -0.133  1.736  0.133
C  4.253  -0.513  2.877  0.028
C  5.308  -1.419  2.713  0.035
C  6.053  -1.837  3.791  0.002
C  5.759  -1.380  5.061  0.043
C  4.720  -0.489  5.248  0.003
C  3.979  -0.049  4.171  0.034
C  3.023  2.352  2.369  0.027
H  2.520  2.797  -2.430  0.006
H  4.336  0.949  -1.555  0.006
H  6.124  2.230  0.091  0.005
H  5.373  4.858  0.242  0.007
H  3.176  5.207  -1.336  0.003
H  1.993  4.320  2.342  0.008
H  0.525  3.260  0.250  0.006
H  1.327  0.755  -0.183  0.003
H  3.240  -0.893  0.998  0.009
H  5.518  -1.785  1.721  0.003
H  6.868  -2.527  3.640  -0.001
H  6.344  -1.715  5.903  0.004
H  4.492  -0.145  6.245  -0.001
H  3.143  0.613  4.334  0.003
H  3.752  2.495  3.169  0.004

Values from the calculation:
- Kohn-Sham gap (spin up / spin down): 3.49 / 4.32 eV
- HOMO level (spin up / spin down): -1.1471 / -1.9800 eV
- Energy relative to the best compared isomer or geometry (same formula, charge and spin): 0.000 eV
- Energy: -81557.6032 eV
- Total charge: -1
- Multiplicity: 5

> Among the records above, which one has the highest energy relative to the best compared isomer or geometry (same formula, charge and spin)?

C5H7NO